Record 1
C2H4BrN3O | ωB97M-V/def2-TZVPD

Positions of all 11 atoms, in Å:
C: 0.612 0.840 0.721
C: -0.787 0.387 0.901
N: -1.026 -1.301 -0.068
N: -0.313 -1.329 -1.038
N: 0.670 -1.646 -1.663
O: 1.135 -1.682 -2.791
Br: -2.058 1.675 0.118
H: 0.738 1.761 1.280
H: 0.908 1.210 -0.332
H: 1.237 0.049 1.051
H: -1.116 0.038 1.820

## Properties
ΔE to the lowest compared entry with this formula, charge and spin, kJ/mol: 100.9
Max |F|, eV/A: 4.47
Spin multiplicity: 1
E_HOMO (spin up / spin down), eV: -9.00 / -9.00
Total energy, eV: -78692.630

These are the natural (NBO) partial charges, in e, on atoms 1 to 2: C -0.71; C -0.04

---

Record 2
C2H4BrN3O5S | ωB97M-V/def2-TZVPD

Positions of all 16 atoms, in Å:
C: -1.624 -0.015 2.499
C: 1.291 0.790 -1.440
N: 0.057 0.131 0.296
N: 0.531 -0.286 -0.762
N: 0.604 0.935 -2.929
O: 0.525 -1.383 -1.283
O: -0.317 1.651 -2.938
O: 1.098 0.240 -3.768
O: 0.652 -1.312 2.166
O: -1.228 -2.078 0.770
S: -0.570 -0.978 1.406
Br: 3.334 0.304 -1.696
H: -1.692 -0.654 3.390
H: -1.181 0.913 2.792
H: -2.793 0.127 2.211
H: 1.312 1.616 -0.712

## Properties
Max |F|, eV/A: 5.18
Spin multiplicity: 3
E_HOMO (spin up / spin down), eV: -7.67 / -10.44
⟨S²⟩: 2.009
Total energy, eV: -97712.183

These are the natural (NBO) partial charges, in e, on atoms 1 to 2: C -0.88; C -0.19

---

Record 3
C2H4BrN3OP | ωB97M-V/def2-TZVPD

Positions of all 12 atoms, in Å:
O: -1.737 -1.904 0.844
P: -0.636 -0.919 1.585
Br: -1.847 0.728 2.546
N: 0.249 -0.010 0.289
C: 1.403 0.726 0.492
N: 1.684 1.242 -0.682
N: 0.782 0.818 -1.539
C: -0.158 0.032 -0.988
H: -1.436 -2.232 -0.022
H: 1.963 0.880 1.420
H: 0.770 1.086 -2.523
H: -1.038 -0.448 -1.422

## Properties
Max |F|, eV/A: 2.53
Charge: +1
Spin multiplicity: 1
E_HOMO, eV: -13.81
Total energy, eV: -87981.285
SMILES: OP(Br)n1cn[nH+]c1

These are the natural (NBO) partial charges, in e, on atoms 1 to 2: O -0.95; P 1.22

---

Record 4
C2H4BrNO | ωB97M-V/def2-TZVPD

Positions of all 9 atoms, in Å:
C: -0.468 -0.902 0.546
C: 0.336 -0.171 -0.486
N: 1.291 1.637 0.302
O: 0.653 2.524 -0.157
Br: -0.710 0.609 -1.904
H: -1.060 -1.655 0.211
H: -1.289 -0.288 0.942
H: 0.088 -1.094 1.373
H: 1.159 -0.659 -0.827

## Properties
ΔE to the lowest compared entry with this formula, charge and spin, kJ/mol: 458.4
Max |F|, eV/A: 4.25
Spin multiplicity: 1
E_HOMO (spin up / spin down), eV: -8.31 / -8.56
Total energy, eV: -75714.632

These are the natural (NBO) partial charges, in e, on atoms 1 to 2: C -0.68; C -0.21

---

Record 5
C2H4BrNO3 | ωB97M-V/def2-TZVPD

Positions of all 11 atoms, in Å:
C: -0.499 -1.410 -0.588
C: 0.256 -0.379 0.265
Br: 2.186 -0.833 0.353
O: 0.176 0.923 -0.464
N: -0.038 2.142 0.284
O: -0.175 2.016 1.476
O: -0.066 3.033 -0.481
H: -0.005 -1.278 -1.487
H: -0.282 -2.445 -0.293
H: -1.591 -1.417 -0.415
H: 0.038 -0.352 1.350

## Properties
ΔE to the lowest compared entry with this formula, charge and spin, kJ/mol: 182.0
Max |F|, eV/A: 3.08
Spin multiplicity: 1
E_HOMO, eV: -10.67
Total energy, eV: -79809.296
SMILES: C[C@@H](Br)O[N+](=O)[O-]

These are the natural (NBO) partial charges, in e, on atoms 1 to 2: C -0.66; C 0.05

---

Record 6
C2H4CeF3O | ωB97M-V/def2-TZVPD

Positions of all 11 atoms, in Å:
C: -0.668 -2.120 -0.409
F: -0.140 -1.956 -1.636
F: 1.015 -2.583 0.626
Ce: -3.008 -4.766 -0.082
O: -2.025 -2.304 -0.454
H: -0.604 -3.632 -0.402
C: -2.841 -1.357 -1.189
H: -2.399 -1.087 -2.158
H: -3.807 -1.849 -1.337
H: -2.965 -0.486 -0.537
F: -0.538 -0.882 0.124

## Properties
ΔE to the lowest compared entry with this formula, charge and spin, kJ/mol: 476.4
Max |F|, eV/A: 3.63
Charge: +1
Spin multiplicity: 3
E_HOMO (spin up / spin down), eV: -11.87 / -12.04
⟨S²⟩: 2.005
Total energy, eV: -25252.459

These are the natural (NBO) partial charges, in e, on atoms 1 to 2: C 1.00; F -0.34

---

Record 7
C2H4Cl2 | ωB97M-V/def2-TZVPD

Positions of all 8 atoms, in Å:
Cl: 0.634 -1.726 1.052
C: 0.543 -0.014 0.577
C: -0.593 0.222 -0.430
Cl: -0.076 -0.443 -2.031
H: 1.537 0.287 0.244
H: 0.305 0.673 1.389
H: -0.826 1.260 -0.665
H: -1.524 -0.260 -0.134

## Properties
ΔE to the lowest compared entry with this formula, charge and spin, kJ/mol: 20.4
Max |F|, eV/A: 1.29
Spin multiplicity: 1
E_HOMO, eV: -10.75
Total energy, eV: -27183.748
SMILES: ClCCCl

These are the natural (NBO) partial charges, in e, on atoms 1 to 2: Cl -0.04; C -0.40

---

Record 8
C2H4Cl2F6Mg2N3O12S6 | ωB97M-V/def2-TZVPD

Positions of all 37 atoms, in Å:
Mg: 12.538 -24.119 20.400
Mg: 6.120 -19.802 24.200
N: 14.990 -20.546 15.779
S: 13.595 -20.290 15.318
O: 13.267 -19.076 14.618
O: 12.485 -20.990 16.010
F: 13.832 -21.228 14.062
S: 14.580 -19.737 17.247
O: 13.858 -20.599 18.246
O: 14.465 -18.303 17.269
F: 16.120 -19.895 17.779
N: 6.780 -20.137 20.555
S: 6.704 -19.305 19.333
O: 5.480 -19.059 18.619
O: 7.932 -19.198 18.545
F: 6.907 -17.973 20.221
S: 7.025 -21.584 19.695
O: 8.453 -22.031 19.688
O: 6.155 -21.852 18.541
F: 6.364 -22.530 20.890
N: 9.173 -21.379 25.701
S: 10.738 -21.428 25.433
O: 11.249 -22.453 24.469
O: 11.617 -20.764 26.373
F: 10.560 -20.201 24.381
S: 9.288 -22.725 26.717
O: 9.541 -22.326 28.105
O: 9.808 -23.972 26.252
F: 7.699 -22.976 26.730
Cl: -0.679 -16.752 12.724
C: 1.003 -16.553 13.346
C: 1.788 -17.325 12.324
Cl: 1.586 -19.066 12.425
H: 0.969 -17.016 14.332
H: 1.305 -15.515 13.484
H: 2.864 -17.180 12.416
H: 1.446 -16.983 11.347

## Properties
ΔE to the lowest compared entry with this formula, charge and spin, kJ/mol: 1619.3
Max |F|, eV/A: 11.69
Charge: +1
Spin multiplicity: 1
E_HOMO, eV: -11.53
Total energy, eV: -148401.821

These are the natural (NBO) partial charges, in e, on atoms 1 to 2: Mg 1.32; Mg 1.53

---

Record 9
C2H4Cl2S | ωB97M-V/def2-TZVPD

Positions of all 9 atoms, in Å:
C: 0.615 -0.303 -0.254
C: -0.001 -1.057 0.947
S: -1.907 -0.939 1.172
Cl: 0.745 -0.349 2.473
Cl: 0.216 -2.742 0.825
H: 0.632 -0.948 -1.112
H: 0.046 0.679 -0.450
H: 1.664 -0.031 -0.126
H: -1.973 0.158 2.051

## Properties
ΔE to the lowest compared entry with this formula, charge and spin, kJ/mol: 58.6
Max |F|, eV/A: 2.52
Spin multiplicity: 1
E_HOMO, eV: -9.65
Total energy, eV: -38018.417
SMILES: CC(S)(Cl)Cl

These are the natural (NBO) partial charges, in e, on atoms 1 to 2: C -0.66; C -0.17

---

Record 10
C2H4Cl3NO | ωB97M-V/def2-TZVPD

Positions of all 11 atoms, in Å:
N: 1.766 1.020 0.137
C: 2.685 0.245 -0.191
Cl: 3.738 -0.229 0.976
Cl: 3.078 -0.231 -1.787
H: 1.182 1.535 -0.608
C: -0.733 0.101 1.397
O: -1.590 -0.333 0.681
H: 0.328 -0.447 1.481
H: -0.683 1.148 1.779
Cl: -4.278 -1.509 -1.645
H: -5.493 -1.300 -2.220

## Properties
ΔE to the lowest compared entry with this formula, charge and spin, kJ/mol: 127.1
Max |F|, eV/A: 3.05
Spin multiplicity: 1
E_HOMO, eV: -9.87
Total energy, eV: -43241.955
SMILES: N=C(Cl)Cl.C=O.Cl

These are the natural (NBO) partial charges, in e, on atoms 1 to 2: N -0.64; C 0.13